This record from the OMol25 dataset describes C17H28FeN6O9P2Se2 as an isolated structure. The level of theory is the ωB97M-V functional and the def2-TZVPD basis.

```
65
Properties=species:S:1:pos:R:3:nbo_charge:R:1
C 3.025 -1.745 -1.131 -0.23
Fe 0.274 0.062 0.668 1.51
H 2.136 -1.351 -1.597 0.21
C -0.417 -2.712 -4.102 -0.42
H 0.050 -4.815 -2.488 0.21
H -5.351 -0.805 2.214 0.21
O 2.079 1.090 -0.383 -1.16
H -0.240 4.554 -0.613 0.51
C -0.414 -1.752 -1.848 0.67
H 2.695 4.306 -0.607 0.24
N -4.154 0.188 0.834 -0.38
H -0.083 -1.789 -4.576 0.21
N -2.568 0.652 4.530 -0.26
O -1.976 -0.328 1.031 -0.72
C 0.583 -3.912 -2.189 -0.42
H -2.782 1.752 -1.016 0.23
C 5.310 -2.565 -1.210 -0.21
C -5.290 0.755 0.150 -0.41
O -0.161 3.563 2.588 -1.12
H -0.365 -0.038 -3.143 0.22
H 1.606 -3.938 -2.569 0.21
P 2.680 1.684 0.851 2.38
C 2.114 3.409 1.255 -0.63
H 2.654 2.652 3.072 0.47
C 4.140 -2.091 -1.843 -0.18
Se -0.011 0.334 3.086 0.34
O 4.263 1.868 0.655 -1.00
N -0.104 -2.737 -2.690 -0.40
H -5.124 0.840 -0.919 0.21
H -6.152 0.109 0.324 0.22
O 2.435 0.961 2.148 -1.19
P 0.226 3.394 1.159 2.39
N 2.351 3.577 2.712 -0.74
C 2.807 4.488 0.460 -0.63
H 6.166 -2.814 -1.818 0.23
C 4.257 -2.324 0.918 0.06
C 5.381 -2.684 0.149 -0.18
N 4.176 -2.365 2.250 -0.61
H 0.609 -3.852 -1.104 0.25
C -1.065 -0.505 -2.440 -0.15
O -0.170 -1.798 -0.640 -0.71
H 1.345 3.741 3.083 0.48
O -0.133 4.712 0.323 -0.99
N 2.067 -1.562 1.114 -0.79
O -0.299 2.198 0.419 -1.20
C 3.060 -1.858 0.270 0.19
Se 2.626 -1.798 2.752 1.15
H -4.547 0.647 2.843 0.22
H 0.097 -3.539 -4.583 0.23
H -1.490 -2.827 -4.276 0.21
C -1.578 0.514 3.952 -0.04
H 4.540 1.629 -0.226 0.52
H 3.007 4.321 2.953 0.43
H 6.262 -3.041 0.658 0.24
H -5.517 1.742 0.560 0.21
H -3.608 -0.820 2.567 0.24
C -4.433 -0.222 2.195 -0.42
H 4.145 -1.988 -2.918 0.22
H 2.381 5.464 0.687 0.24
C -2.641 0.664 -1.043 -0.15
C -2.914 0.128 0.365 0.68
H 3.875 4.496 0.683 0.23
H -1.982 -0.775 -2.975 0.21
O -1.302 0.442 -1.427 -0.54
H -3.331 0.218 -1.768 0.20
```

As for the spin multiplicity: 6. As for the charge: +1. The calculation puts the energy at -8419.58517 a.u. The largest force on an atom comes out at 0.033 hartree/bohr. The calculation puts the energy above the lowest of the compared OMol25 structures with the same formula, charge and spin at 0.7301 eV.



This record from the OMol25 dataset describes an isolated ion of composition C17H28NO2 and charge +1. The level of theory is the ωB97M-V functional and the def2-TZVPD basis.

```
48
Properties=species:S:1:pos:R:3:nbo_charge:R:1
C 3.482 1.794 1.236 -0.64
C -0.097 1.011 -2.314 -0.25
H 3.224 2.701 0.694 0.21
C -1.205 -1.344 2.610 -0.66
C -1.300 2.375 -0.634 -0.25
C -2.510 -2.376 -1.561 -0.62
H -1.149 3.240 1.372 0.20
O -0.668 -1.314 -2.625 -0.51
H 0.930 -3.185 2.326 0.22
H 1.074 -2.518 3.944 0.23
C 1.143 -0.491 -3.921 -0.62
H -2.157 2.665 -1.243 0.24
H -2.640 0.347 -1.930 0.23
C -1.671 2.411 0.881 -0.08
H 3.986 2.083 2.157 0.24
H -0.722 -1.634 -0.591 0.18
H -1.273 -2.254 2.015 0.22
H 1.101 -0.701 -1.765 0.18
H -1.141 -1.642 3.655 0.24
H -2.078 -3.346 -1.786 0.24
H 0.472 -0.212 -4.727 0.22
H -0.487 3.074 -0.839 0.23
H -3.169 -2.101 -2.379 0.22
C -1.396 -1.349 -1.420 0.09
C 1.467 -2.456 2.930 -0.64
H 2.518 -2.729 2.952 0.23
C 2.396 -0.313 2.042 -0.22
H 4.189 1.216 0.644 0.23
H 1.472 -1.511 -4.092 0.24
C 1.289 -1.075 2.389 0.02
H -0.759 1.324 -3.125 0.23
C 0.995 1.506 1.390 -0.35
H -0.211 0.699 -0.291 0.51
N -0.857 1.025 -1.045 -0.42
O -1.434 1.198 1.537 -0.51
H -3.082 -2.445 -0.641 0.22
H 3.384 -0.729 2.170 0.22
H 0.898 2.525 1.046 0.22
H 0.745 1.700 -2.245 0.23
H -2.508 0.038 -0.176 0.25
C -0.127 0.750 1.723 0.24
H 2.007 0.166 -3.922 0.22
C 0.005 -0.546 2.232 -0.01
C -1.968 0.047 -1.122 -0.26
C 0.415 -0.417 -2.586 0.09
C 2.270 0.980 1.559 0.03
H -2.744 2.575 1.000 0.22
H -2.110 -0.760 2.477 0.23
```

As for the spin multiplicity: 1. As for the charge: +1. The calculation puts the energy at -869.58870 a.u. The SMILES is Cc1cc(C)c(C)c(OCC[N@H+]2C[C@@H](C)O[C@@H](C)C2)c1. The largest force on an atom comes out at 0.019 hartree/bohr. The calculation puts the energy above the lowest of the compared OMol25 structures with the same formula, charge and spin at 0.3688 eV.



This record from the OMol25 dataset describes an isolated ion of composition C17H28NO2 and charge +1. The level of theory is the ωB97M-V functional and the def2-TZVPD basis.

```
48
Properties=species:S:1:pos:R:3:nbo_charge:R:1
H -0.802 -3.669 5.176 0.23
H -1.412 -2.525 2.527 0.47
H 0.476 -4.793 2.684 0.22
H -1.123 -0.464 1.183 0.50
O 0.266 -0.720 -0.387 -0.55
C 1.518 4.515 -2.313 -0.06
C 0.652 4.813 -3.546 -0.60
H 1.792 5.300 -0.311 0.21
H 3.257 4.005 -3.516 0.21
N -1.066 -3.460 2.219 -0.37
H -0.408 -5.335 4.791 0.24
H 0.401 -2.808 0.869 0.24
C 0.533 0.556 -0.898 0.25
H 2.582 0.068 -1.219 0.23
H 0.882 5.804 -3.929 0.22
C -0.436 1.546 -0.960 -0.23
H -3.096 -4.030 1.932 0.24
H -2.496 -2.521 -0.063 0.20
H -0.407 4.780 -3.308 0.20
C -0.618 -3.201 0.841 -0.25
C 2.158 2.108 -1.731 -0.19
H 1.446 6.529 -1.529 0.22
O -1.790 -1.167 1.270 -0.73
C -2.180 -4.422 2.370 -0.22
H 0.151 5.501 -0.925 0.20
C 1.202 3.114 -1.817 0.00
C 1.832 0.841 -1.281 -0.24
H -0.481 -2.175 -1.648 0.20
H -0.869 3.554 -1.460 0.22
C -0.829 -4.418 4.387 -0.43
H -2.942 -3.890 4.324 0.23
C -0.039 -3.955 3.159 -0.22
H -0.643 -4.112 0.245 0.23
H 3.153 5.699 -3.056 0.22
C 2.987 4.682 -2.708 -0.61
C -2.271 -4.624 3.880 -0.42
H 0.850 4.086 -4.331 0.21
C -0.096 2.803 -1.420 -0.21
H -1.454 1.351 -0.648 0.21
H 0.688 -3.176 3.384 0.24
C 1.203 5.522 -1.198 -0.60
H -1.904 -5.349 1.864 0.22
H 3.178 2.293 -2.021 0.23
C -1.535 -2.101 0.249 0.06
H -1.523 -0.748 -1.445 0.21
H 3.645 4.509 -1.860 0.21
H -2.654 -5.612 4.123 0.25
C -0.832 -1.422 -0.932 -0.09
```

As for the spin multiplicity: 1. As for the charge: +1. The calculation puts the energy at -869.58424 a.u. The SMILES is CC(C)(C)c1ccc(OC[C@H](O)C[NH+]2CCCC2)cc1. The largest force on an atom comes out at 0.017 hartree/bohr. The calculation puts the energy above the lowest of the compared OMol25 structures with the same formula, charge and spin at 0.4900 eV.